163
Properties=species:S:1:pos:R:3:forces:R:3 method="wB97M-V/def2-TZVPD" homo_ev=-5.9 energy_ev=-140747.925 de_lowest_ev=1.254 orbital_gap_ev=5.969
Cs -0.9000 1.6157 0.0996 0.304 -0.066 0.627
C 0.8966 -4.4465 2.5095 -0.096 0.109 -0.080
N -0.3239 -3.8376 2.0009 0.300 -0.125 0.188
C -0.5328 -2.5441 1.6264 -0.109 0.162 -0.230
N -1.7964 -2.3507 1.2985 0.041 -0.214 0.037
C -2.4396 -3.5473 1.4850 -0.271 0.209 -0.153
C -1.5393 -4.4880 1.9141 0.114 -0.153 0.141
C -1.7049 -5.9006 2.3198 0.001 0.124 -0.063
C -1.0547 -6.9283 1.6415 0.034 -0.080 -0.035
C -1.2341 -8.2508 2.0258 -0.004 0.057 0.008
C -2.0709 -8.5573 3.0905 -0.009 0.031 -0.009
C -2.7275 -7.5381 3.7688 0.031 0.046 -0.030
C -2.5433 -6.2164 3.3867 -0.028 -0.039 0.048
C -3.8842 -3.6760 1.1997 0.120 0.022 0.046
C -4.4635 -4.8915 0.8417 -0.029 -0.044 -0.019
C -5.8244 -4.9712 0.5793 0.032 0.033 0.008
C -6.6218 -3.8382 0.6656 0.018 -0.015 0.015
C -6.0474 -2.6204 1.0058 0.047 -0.012 -0.004
C -4.6887 -2.5400 1.2695 -0.019 0.024 0.014
P 0.3866 -0.9699 1.4948 0.320 -0.626 0.531
C 2.2131 -1.1217 1.4246 -0.142 0.069 0.214
N 2.8494 -0.0380 1.8083 0.200 -0.156 0.159
C 4.1859 -0.2816 1.5808 -0.001 0.445 -0.139
C 4.3408 -1.5174 1.0169 0.078 -0.371 0.281
N 3.0693 -2.0611 0.9413 -0.200 -0.241 -0.457
C 2.7217 -3.1874 0.0714 -0.013 0.179 0.085
C 5.5391 -2.2877 0.6321 -0.060 0.152 -0.035
C 5.8131 -3.5166 1.2304 0.035 -0.056 -0.016
C 6.9638 -4.2195 0.9005 -0.034 0.059 -0.031
C 7.8534 -3.6958 -0.0300 -0.036 0.002 0.041
C 7.5835 -2.4744 -0.6324 -0.022 -0.016 0.000
C 6.4304 -1.7755 -0.3061 0.041 0.056 -0.051
C 5.2065 0.7527 1.8529 -0.082 -0.132 -0.004
C 6.4565 0.4267 2.3728 0.060 -0.001 0.016
C 7.4051 1.4167 2.5955 -0.051 -0.026 -0.014
C 7.1125 2.7418 2.3025 -0.023 -0.027 0.007
C 5.8650 3.0731 1.7880 -0.004 -0.047 -0.006
C 4.9171 2.0852 1.5651 0.020 0.035 0.029
C 0.1896 -0.2834 3.1822 0.139 0.006 0.061
N -0.5560 0.7914 3.3322 -0.018 -0.103 -0.442
C -0.5574 1.0983 4.6634 -0.100 0.430 -0.047
C 0.2169 0.1927 5.3417 0.012 -0.264 0.104
N 0.6919 -0.6856 4.3854 0.129 -0.042 0.093
C 1.5420 -1.8358 4.6443 -0.118 0.101 -0.035
C 0.4616 0.0168 6.7911 0.020 0.012 -0.104
C -0.6020 -0.3042 7.6323 -0.017 -0.016 0.041
C -0.3978 -0.4592 8.9970 0.021 0.011 -0.059
C 0.8733 -0.2991 9.5337 -0.024 0.011 -0.028
C 1.9375 0.0250 8.7030 -0.026 -0.002 -0.037
C 1.7310 0.1857 7.3393 0.069 0.036 0.015
C -1.2748 2.3025 5.1367 0.014 -0.124 -0.044
C -2.2965 2.8301 4.3454 -0.011 -0.015 0.029
C -2.9780 3.9723 4.7368 0.031 -0.017 0.000
C -2.6544 4.6046 5.9304 0.019 -0.025 0.012
C -1.6336 4.0914 6.7194 0.011 -0.012 -0.025
C -0.9440 2.9527 6.3244 0.012 0.030 0.036
H 1.6284 -3.6681 2.7005 -0.008 -0.012 -0.070
H 1.3104 -5.1538 1.7950 -0.014 -0.043 -0.039
H 0.6851 -4.9761 3.4364 -0.014 0.000 0.037
H -0.4247 -6.6932 0.7906 -0.020 -0.007 0.023
H -0.7298 -9.0420 1.4854 -0.009 0.018 0.010
H -2.2173 -9.5887 3.3859 0.008 0.024 -0.002
H -3.3840 -7.7723 4.5975 0.010 0.009 -0.022
H -3.0586 -5.4167 3.9059 0.008 -0.030 -0.011
H -3.8489 -5.7785 0.7490 -0.015 0.022 0.006
H -6.2598 -5.9204 0.2934 0.007 0.007 0.013
H -7.6835 -3.9029 0.4620 0.023 0.001 -0.008
H -6.6596 -1.7292 1.0639 0.012 -0.007 0.001
H -4.2321 -1.5933 1.5282 -0.012 -0.011 -0.002
H 3.2078 -3.0609 -0.8940 -0.010 0.033 -0.007
H 1.6460 -3.1947 -0.0905 -0.025 -0.003 0.034
H 3.0374 -4.1346 0.4993 0.030 -0.037 0.055
H 5.1288 -3.9129 1.9734 0.030 0.015 -0.009
H 7.1709 -5.1697 1.3768 -0.002 0.017 -0.011
H 8.7568 -4.2367 -0.2807 -0.019 -0.005 -0.009
H 8.2690 -2.0664 -1.3644 -0.009 -0.004 0.024
H 6.2159 -0.8217 -0.7746 0.009 -0.038 0.021
H 6.6871 -0.6065 2.6077 -0.008 0.040 -0.011
H 8.3733 1.1518 3.0019 -0.019 0.001 -0.007
H 7.8524 3.5133 2.4765 -0.017 -0.019 -0.012
H 5.6334 4.1039 1.5493 -0.001 -0.016 0.016
H 3.9456 2.3343 1.1575 0.004 0.000 0.013
H 2.1614 -1.6444 5.5141 0.005 0.034 0.038
H 2.1947 -1.9994 3.7903 0.008 0.066 0.010
H 0.9455 -2.7283 4.8349 -0.033 -0.002 -0.013
H -1.5921 -0.4208 7.2070 0.025 -0.004 0.024
H -1.2322 -0.7067 9.6413 0.017 0.012 -0.019
H 1.0326 -0.4188 10.5982 -0.004 -0.002 -0.029
H 2.9282 0.1631 9.1175 -0.018 0.000 -0.011
H 2.5562 0.4709 6.6957 -0.016 -0.021 0.011
H -2.5474 2.3394 3.4145 -0.012 0.012 0.013
H -3.7647 4.3681 4.1051 0.018 -0.022 0.009
H -3.1908 5.4923 6.2423 0.022 -0.015 -0.011
H -1.3624 4.5864 7.6438 -0.005 -0.014 -0.013
H -0.1327 2.5813 6.9385 -0.033 0.003 -0.014
C -4.0511 5.7634 0.8791 0.040 -0.019 -0.027
P -3.0876 4.2090 0.6623 -0.153 0.227 -0.033
C -1.5154 4.8979 0.0002 -0.084 0.129 0.070
C -0.4519 4.9945 0.9020 0.010 0.044 -0.062
C 0.7687 5.5290 0.5040 -0.085 -0.037 -0.031
C 0.9372 5.9612 -0.8053 -0.016 -0.007 0.011
C -0.1166 5.8773 -1.7076 -0.008 -0.022 0.046
C -1.3388 5.3566 -1.3051 0.035 -0.010 0.012
C -3.8911 3.4846 -0.8168 0.037 -0.088 0.057
C -5.2826 3.4855 -0.9308 0.041 -0.004 -0.050
C -5.9049 2.7859 -1.9560 0.017 0.006 0.002
C -5.1546 2.0595 -2.8723 0.005 -0.002 -0.004
C -3.7714 2.0412 -2.7649 -0.030 0.052 0.038
C -3.1527 2.7520 -1.7477 -0.242 0.102 -0.111
H -5.0296 5.5558 1.3109 0.007 -0.023 0.000
H -4.1732 6.2891 -0.0677 -0.013 0.032 0.000
H -3.5027 6.3968 1.5759 -0.002 0.018 0.020
H -0.5891 4.6544 1.9256 0.032 -0.031 -0.032
H 1.5863 5.5952 1.2116 -0.027 0.008 -0.016
H 1.8900 6.3643 -1.1252 -0.013 -0.021 0.004
H 0.0150 6.2112 -2.7296 -0.002 -0.012 0.019
H -2.1536 5.2918 -2.0166 0.003 0.007 0.011
H -5.8886 4.0295 -0.2159 0.001 -0.005 -0.029
H -6.9844 2.8058 -2.0370 -0.003 -0.001 0.005
H -5.6449 1.5138 -3.6695 0.013 0.017 0.025
H -3.1571 1.4883 -3.4649 0.018 -0.004 0.024
H -2.0751 2.7358 -1.6875 -0.276 0.294 -0.658
C 3.2585 1.1330 -5.6233 0.128 0.113 0.134
Si 1.8116 0.3114 -6.4845 0.036 -0.005 0.102
C 2.0532 -1.5419 -6.3258 -0.054 -0.228 0.030
C 1.9460 0.7503 -8.3085 -0.114 0.074 -0.153
Si -0.1766 0.8931 -5.3965 -0.064 0.044 -0.191
Te 0.2311 0.4696 -3.0172 0.002 -0.013 0.111
Si -1.8584 -0.4675 -6.2879 0.065 -0.019 0.020
C -1.5519 -0.8056 -8.1121 0.082 0.042 -0.164
C -3.5792 0.2781 -6.1314 -0.131 0.145 0.014
C -1.8846 -2.1243 -5.4221 0.038 -0.178 0.106
Si -0.6341 3.0930 -6.0222 0.111 -0.038 -0.074
C 0.8672 4.1781 -5.7242 0.186 0.059 0.049
C -2.0574 3.9562 -5.1634 -0.185 -0.014 0.208
C -1.0386 3.1136 -7.8602 -0.047 -0.059 -0.148
H 4.2019 0.7689 -6.0453 -0.031 0.033 0.038
H 3.2394 0.9097 -4.5520 0.008 0.010 -0.092
H 3.2312 2.2215 -5.7345 0.022 -0.092 0.005
H 3.0599 -1.8177 -6.6574 -0.053 -0.033 0.021
H 1.3299 -2.1030 -6.9282 0.080 0.046 0.049
H 1.9313 -1.8507 -5.2818 0.029 0.034 -0.091
H 2.8811 0.3407 -8.7044 -0.037 0.028 -0.013
H 1.9642 1.8340 -8.4590 0.020 -0.061 0.004
H 1.1195 0.3444 -8.8991 0.071 0.022 0.030
H -1.5224 0.1103 -8.7104 -0.016 -0.055 0.041
H -2.3388 -1.4516 -8.5157 0.037 0.032 0.008
H -0.5939 -1.3175 -8.2443 -0.065 0.011 -0.030
H -3.5973 1.3456 -6.3732 -0.013 -0.082 -0.004
H -3.9558 0.1564 -5.1124 -0.012 0.006 -0.030
H -4.2717 -0.2320 -6.8089 0.010 0.012 0.055
H -0.9330 -2.6481 -5.5595 -0.076 0.023 0.013
H -2.6869 -2.7510 -5.8266 0.045 -0.001 0.040
H -2.0371 -2.0026 -4.3458 0.009 0.000 -0.070
H 1.1746 4.1147 -4.6745 -0.018 0.020 -0.069
H 0.6387 5.2230 -5.9608 0.035 -0.033 0.019
H 1.7208 3.8691 -6.3349 -0.067 0.039 0.022
H -1.8368 4.1223 -4.1044 -0.011 -0.015 -0.059
H -2.9971 3.4000 -5.2187 0.052 0.054 -0.020
H -2.2078 4.9286 -5.6434 -0.022 0.007 0.052
H -0.2643 2.6189 -8.4527 -0.040 0.043 0.022
H -1.1421 4.1421 -8.2224 -0.001 -0.055 0.008
H -1.9823 2.5921 -8.0536 0.050 0.051 -0.001